This record from the Open Molecules 2025 dataset describes one molecule with the formula CH2N2O3S. The level of theory is wB97M-V/def2-TZVPD.

```
9
Properties=species:S:1:pos:R:3
C 0.45046 -0.14149 0.14717
N -0.12341 1.11138 0.66780
N -0.19431 1.21454 1.84712
O 0.03030 0.60061 2.83498
O -1.45651 -1.09990 -3.08057
O -0.24574 -0.71853 -0.85076
S -0.53319 -0.22437 -2.40932
H 1.59842 0.11078 -0.18960
H 0.47398 -0.85301 1.03318
```

Values from the calculation:
**HOMO (spin up / spin down)**: -0.356 / -0.327 hartree
**Gap between HOMO and LUMO (spin up / spin down)**: 8.63 / 7.72 eV
**DFT total energy**: -21021.8072 eV

---

This record from the Open Molecules 2025 dataset describes one molecule with the formula CH2N2O3S. The level of theory is wB97M-V/def2-TZVPD.

```
9
Properties=species:S:1:pos:R:3
C -2.01396 0.44598 0.28910
N -0.94456 0.55807 0.81900
N 0.72941 0.65621 -1.52330
O -3.00088 0.49277 -0.30898
O 1.34796 1.92968 0.39976
O 1.40288 -0.43254 0.73285
S 1.03798 0.64096 -0.08729
H -0.61566 0.49060 1.72448
H 0.52027 -0.30422 -1.68187
```

Values from the calculation:
**HOMO**: -0.415 hartree
**Gap between HOMO and LUMO**: 11.18 eV
**DFT total energy**: -21025.0731 eV

---

This record from the Open Molecules 2025 dataset describes a 2-piece molecular cluster, CH2N2O3S2 overall. The level of theory is wB97M-V/def2-TZVPD.

```
10
Properties=species:S:1:pos:R:3
C -4.40892 0.66412 -0.13815
N -3.85079 -0.38912 -0.27442
N 0.04206 -0.50611 -0.87192
O -4.74261 1.80671 -0.07337
O -1.54455 1.65379 -1.04969
O -1.13818 0.77484 1.28409
S -4.15059 -1.99010 0.08555
S -1.56130 0.44867 -0.12959
H -0.40942 -1.15603 -1.48671
H 0.19108 0.35964 -1.51492
```

Values from the calculation:
**HOMO**: 0.020 hartree
**Charge**: -2
**Gap between HOMO and LUMO**: 5.43 eV
**DFT total energy**: -31860.4056 eV

---

This record from the Open Molecules 2025 dataset describes one molecule with the formula CH2N2O3Si. The level of theory is wB97M-V/def2-TZVPD.

```
9
Properties=species:S:1:pos:R:3
N -2.79636 2.22172 0.41102
C -2.13740 1.31445 0.20448
Si -0.76633 0.16813 -0.22278
O 0.44856 0.48978 0.82214
N -1.00234 -1.62030 0.11870
O -1.84066 -2.03477 -0.71011
O -0.63293 -2.24813 1.08782
H -0.26931 -0.02070 -1.50404
H 0.92590 1.27327 1.06848
```

Values from the calculation:
**HOMO**: -0.415 hartree
**Structure (SMILES)**: N#C[Si@@H](O)[N+](=O)[O-]
**Gap between HOMO and LUMO**: 10.68 eV
**DFT total energy**: -18067.6764 eV

---

This record from the Open Molecules 2025 dataset describes a 2-piece molecular cluster, CH2N2OS overall. The level of theory is wB97M-V/def2-TZVPD.

```
7
Properties=species:S:1:pos:R:3
N 1.95411 -0.08489 -0.03376
C 1.02619 0.16102 0.64416
S -0.13798 0.55040 1.61795
H 2.02628 -0.82754 -0.76701
N -1.82404 0.09117 -0.16038
O -1.49198 -0.92326 -0.79230
H -1.55256 1.03310 -0.50866
```

Values from the calculation:
**HOMO (spin up / spin down)**: -0.335 / -0.335 hartree
**Structure (SMILES)**: N=C=S.N=O
**Gap between HOMO and LUMO (spin up / spin down)**: 8.68 / 8.67 eV
**DFT total energy**: -16928.5449 eV

---

This record from the Open Molecules 2025 dataset describes one molecule with the formula CH2N2OS. The level of theory is wB97M-V/def2-TZVPD.

```
7
Properties=species:S:1:pos:R:3
C 0.10909 -0.84107 -0.57252
N 1.24553 -0.35454 -0.47979
O 1.28491 0.94583 -0.31718
N -0.04375 1.50308 -0.15283
S -1.19479 0.29409 -0.41752
H -0.19108 -1.96934 -0.68238
H 0.02934 1.61893 0.80291
```

Values from the calculation:
**HOMO**: -0.311 hartree
**Structure (SMILES)**: C1=NONS1
**Gap between HOMO and LUMO**: 9.06 eV
**DFT total energy**: -16927.9981 eV

---

This record from the Open Molecules 2025 dataset describes a 2-piece molecular cluster, CH2N2OS2 overall. The level of theory is wB97M-V/def2-TZVPD.

```
8
Properties=species:S:1:pos:R:3
C 1.21939 -0.81850 -0.44754
N 0.71676 -0.55231 0.64324
N 0.17484 -0.33228 1.56521
O -1.06115 0.21244 -0.85173
S -1.62593 2.49506 0.87595
S -1.94054 0.68977 0.28422
H 1.50690 0.05420 -1.01736
H 1.00973 -1.74838 -1.05199
```

Values from the calculation:
**HOMO**: -0.326 hartree
**Gap between HOMO and LUMO**: 7.14 eV
**DFT total energy**: -27764.1355 eV

---

This record from the Open Molecules 2025 dataset describes CH2N2OS2 as an isolated structure. The level of theory is wB97M-V/def2-TZVPD.

```
8
Properties=species:S:1:pos:R:3
C -0.99927 -1.31742 0.07832
N 0.06076 -1.47067 0.49806
N -0.70953 1.09538 -0.37080
O 2.99526 -0.01989 0.25434
S 0.53433 1.41190 0.45281
S 1.69141 -0.00662 -0.40220
H -1.97760 -1.29306 -0.39721
H -1.59537 1.60038 -0.11333
```

Values from the calculation:
**HOMO (spin up / spin down)**: -0.301 / -0.312 hartree
**Gap between HOMO and LUMO (spin up / spin down)**: 7.32 / 7.73 eV
**DFT total energy**: -27763.5448 eV

---

This record from the Open Molecules 2025 dataset describes a 2-piece molecular cluster, CH2N2OS2 overall. The level of theory is wB97M-V/def2-TZVPD.

```
8
Properties=species:S:1:pos:R:3
C -1.24906 3.12860 -0.22261
N -0.84085 4.11699 -0.59914
N -0.09928 0.32864 0.18924
O -2.16980 0.04074 1.68277
S 0.29174 0.36248 3.25252
S -0.98462 0.83590 1.65996
H 0.01516 1.19086 -0.40115
H -0.67311 -0.26278 -0.41998
```

Values from the calculation:
**HOMO (spin up / spin down)**: -0.382 / -0.382 hartree
**Gap between HOMO and LUMO (spin up / spin down)**: 5.15 / 5.18 eV
**DFT total energy**: -27760.9246 eV

---

This record from the Open Molecules 2025 dataset describes one molecule with the formula CH2N2P2. The level of theory is wB97M-V/def2-TZVPD.

```
7
Properties=species:S:1:pos:R:3
C 0.83981 0.76224 -0.00415
N 2.12482 1.11732 0.13925
N 2.06783 -1.75904 0.05455
P 3.44213 0.29805 -0.04838
P 0.73455 -0.99662 -0.01647
H 0.13395 1.45874 -0.13427
H -0.51973 -1.63051 -0.49131
```

Values from the calculation:
**HOMO**: -0.301 hartree
**Gap between HOMO and LUMO**: 7.47 eV
**DFT total energy**: -22623.2539 eV

---

This record from the Open Molecules 2025 dataset describes a 2-piece molecular cluster, CH2N2S overall. The level of theory is wB97M-V/def2-TZVPD.

```
6
Properties=species:S:1:pos:R:3
C -2.32196 0.13627 0.42851
N -0.41310 0.51327 0.97620
N -3.15539 0.36346 -0.33888
S 0.38771 1.31178 -0.23514
H -0.24265 -0.48038 0.98014
H 1.12356 0.18777 -0.91272
```

Values from the calculation:
**HOMO**: -0.372 hartree
**Gap between HOMO and LUMO**: 8.32 eV
**DFT total energy**: -14880.3525 eV

---

This record from the Open Molecules 2025 dataset describes CH2N3 as an isolated structure. The level of theory is wB97M-V/def2-TZVPD.

```
6
Properties=species:S:1:pos:R:3
C 0.42005 -0.42062 0.24834
N -0.49618 1.22741 0.11242
N -0.70300 2.28901 0.25319
N 0.13006 -1.29843 -0.45262
H 1.08018 -0.12013 1.03675
H -0.43112 -1.67724 -1.19809
```

Values from the calculation:
**HOMO**: -0.694 hartree
**Charge**: +1
**Gap between HOMO and LUMO**: 13.22 eV
**DFT total energy**: -5530.2248 eV

---

> What is the DFT total energy in the tenth record?

-22623.2539 eV

---

> Number 10 is which compound?

CH2N2P2

---

> The lowest DFT total energy belongs to which entry?

CH2N2O3S2